This record from the Open Molecules 2025 dataset describes a cluster of 11 separate species, C25H50Cl20O4S in total. The level of theory is ωB97M-V/def2-TZVPD.

- Max |F|: 0.01459 Eh/bohr
- Electronic energy: -296211.20932 eV
- Charge: 0
- HOMO energy: -9.35 eV
- LUMO level: 0.38 eV

Structure (XYZ):
```
100
C25H50Cl20O4S ωB97M-V/def2-TZVPD
O 2.71507 1.87417 -7.87335
C 2.28798 1.63748 -6.78603
O 1.49675 2.53710 -6.10349
S -0.13759 2.30790 -6.41429
O 2.58046 0.51314 -6.14030
C 2.06486 0.28785 -4.80940
C 2.45904 -1.12275 -4.40566
C 1.59920 -2.20252 -5.07547
C 2.04118 -2.56240 -6.49122
O 2.46168 -3.93172 -6.54886
H -0.52083 1.92973 -5.18183
H 0.98162 0.37082 -4.80541
H 2.51390 1.01019 -4.13114
H 3.49098 -1.24926 -4.74404
H 2.43785 -1.20577 -3.32119
H 1.67337 -3.09868 -4.46769
H 0.56577 -1.85332 -5.09176
H 2.86837 -1.92906 -6.81409
H 1.22881 -2.38615 -7.20274
H 3.12220 -3.98018 -7.24966
Cl 1.13182 -3.49976 -2.04384
C 1.91904 -3.34866 -0.44707
C 1.08325 -2.54791 0.51305
Cl 0.99170 -0.82748 0.03316
H 2.89633 -2.90134 -0.59847
H 2.05774 -4.35805 -0.06777
H 1.52925 -2.57722 1.50546
H 0.06657 -2.92917 0.57629
Cl -3.09293 -4.00767 -2.71153
C -4.00366 -3.87084 -1.18564
C -3.17401 -3.26935 -0.08308
Cl -1.85181 -4.35389 0.43123
H -4.36009 -4.86311 -0.92093
H -4.86032 -3.22757 -1.38000
H -3.79359 -3.08767 0.79325
H -2.72423 -2.32933 -0.38873
Cl -2.27472 -0.77865 2.34079
C -2.75128 0.87922 1.87396
C -3.88011 0.89399 0.87950
Cl -3.39790 0.26302 -0.72167
H -1.86759 1.37828 1.48334
H -3.06466 1.38753 2.78067
H -4.20958 1.92026 0.72634
H -4.72303 0.30251 1.22740
Cl -1.62437 2.68332 6.41419
C -2.09233 4.35198 5.97595
C -3.21801 4.36881 4.97934
Cl -2.70567 3.74051 3.38355
H -1.20983 4.86204 5.60148
H -2.40741 4.84523 6.89107
H -3.56100 5.38770 4.82254
H -4.05311 3.76414 5.32216
Cl 0.80772 6.18579 5.57586
C 2.30120 5.49800 6.26666
C 2.85602 4.38920 5.41061
Cl 1.81476 2.94241 5.42305
H 2.07442 5.15074 7.27137
H 3.02264 6.31072 6.33023
H 3.82825 4.08653 5.79611
H 2.97191 4.70899 4.37835
Cl -6.80506 1.40130 9.74753
C -5.80717 0.57337 8.52336
C -4.89888 1.52512 7.79115
Cl -5.81163 2.65009 6.74549
H -6.47817 0.06013 7.83972
H -5.20567 -0.16629 9.04858
H -4.22343 0.96987 7.14323
H -4.30595 2.12147 8.47896
Cl 4.06444 -4.02134 2.09918
C 4.97985 -5.46533 1.58619
C 5.86991 -5.19004 0.40179
Cl 4.93695 -4.87939 -1.08766
H 4.26291 -6.25262 1.36776
H 5.58836 -5.77080 2.43535
H 6.49537 -6.05953 0.20756
H 6.51098 -4.33011 0.57604
Cl 5.63665 -5.26122 -7.05367
C 5.36065 -6.48917 -5.79157
C 5.97975 -6.11075 -4.47246
Cl 7.76354 -6.11654 -4.53634
H 5.76255 -7.42945 -6.16012
H 4.28273 -6.58736 -5.67226
H 5.68815 -6.83155 -3.71104
H 5.66194 -5.12151 -4.15471
Cl -3.65211 7.29114 6.76170
C -3.56042 7.77108 8.47760
C -2.44274 8.74605 8.74376
Cl -0.82677 8.01266 8.55487
H -3.44635 6.86552 9.06806
H -4.51377 8.23318 8.72673
H -2.51289 9.09627 9.77208
H -2.49524 9.60252 8.07695
Cl -2.67197 1.99176 -8.91897
C -2.01431 1.05989 -10.28862
C -2.08745 -0.42586 -10.04663
Cl -0.98857 -0.94749 -8.74379
H -0.98941 1.38511 -10.44794
H -2.60639 1.31881 -11.16471
H -1.78845 -0.95620 -10.94912
H -3.09402 -0.73261 -9.77465
```